Entry 1:
Formula: C30H47HfN3OSeSi2
Source: the OMol25 dataset
Level of theory: ωB97M-V/def2-TZVPD

Summary:
E_LUMO	0.0093	Eh
relative energy (zero: lowest compared OMol25 entry of this formula, charge and spin)	0.0	kcal/mol
F_max	0.458	eV/A
orbital gap	7.53	eV
HOMO	-7.3	eV

Each line ends with the Mulliken charge.
Element x y z (Å)
Hf 0.0610 0.0826 0.0800  -0.201
C -1.7905 3.1870 0.5631  -0.319
Si -2.7887 2.0006 -0.4592  0.487
C -4.4246 1.6998 0.4226  -1.410
C -3.1205 2.8029 -2.1088  -1.340
N -1.8453 0.5305 -0.6179  1.310
C -2.3449 -0.5759 -1.3641  1.086
C -3.6602 -0.6543 -1.8131  -0.759
C -4.1175 -1.7373 -2.5538  -1.145
C -3.2544 -2.7769 -2.8451  -1.082
C -1.9413 -2.7232 -2.3936  -0.293
C -1.4592 -1.6392 -1.6657  0.491
N -0.1057 -1.5469 -1.2184  0.212
Si 1.1591 -2.3462 -2.1371  0.603
C 1.1806 -4.2122 -1.8782  -1.393
C 2.8474 -1.7341 -1.5970  -1.048
C 0.9761 -1.9281 -3.9472  -1.239
H -2.1410 4.2053 0.3708  0.536
H -0.7272 3.1701 0.3144  -0.434
H -1.8726 3.0134 1.6373  0.148
H -4.5941 2.4887 1.1596  0.480
H -4.4477 0.7399 0.9430  0.341
H -5.2675 1.7120 -0.2717  0.491
H -3.7978 3.6473 -1.9526  0.347
H -3.5856 2.1265 -2.8277  0.378
H -2.1990 3.1827 -2.5542  0.299
H -4.3484 0.1485 -1.5869  0.240
H -5.1441 -1.7582 -2.8955  0.409
H -3.5897 -3.6299 -3.4207  0.402
H -1.2754 -3.5422 -2.6282  0.196
H 0.2087 -4.6323 -1.6180  0.373
H 1.8737 -4.4750 -1.0753  0.323
H 1.5252 -4.7132 -2.7862  0.444
H 3.2463 -2.3003 -0.7551  0.242
H 2.8722 -0.6747 -1.3408  0.150
H 3.5283 -1.8642 -2.4433  0.460
H -0.0583 -1.9750 -4.2897  0.422
H 1.5693 -2.6086 -4.5625  0.376
H 1.3371 -0.9120 -4.1231  0.290
O 1.8821 -1.0739 1.2574  -0.637
C 1.9123 -1.8506 2.4813  -0.670
C 1.4918 -3.2750 2.2013  -0.956
C 0.1390 -3.3729 1.4901  1.172
C -0.9288 -2.5849 2.1928  0.326
C -1.6422 -3.1586 3.2423  -0.966
C -2.6241 -2.4336 3.8852  -0.652
C -2.8731 -1.1359 3.4625  -0.943
C -2.1119 -0.6288 2.4326  -0.524
N -1.1520 -1.3217 1.8029  0.786
H 2.4698 -0.3126 1.3883  0.231
H 1.2605 -1.3663 3.2112  0.289
H 2.9328 -1.8228 2.8642  0.571
H 1.4461 -3.7857 3.1679  0.453
H 2.2513 -3.7834 1.6033  0.461
H -0.1693 -4.4175 1.4231  0.717
H 0.2247 -2.9985 0.4733  -1.621
H -1.4232 -4.1793 3.5276  0.536
H -3.1912 -2.8712 4.6964  0.423
H -3.6351 -0.5210 3.9200  0.499
H -2.2665 0.3868 2.0921  0.537
C -0.6363 7.1619 4.1844  -1.561
C -0.2619 5.7695 3.7535  0.736
C -0.7685 4.6523 4.4008  -1.065
C -0.4337 3.3591 4.0124  0.809
C -1.0332 2.2045 4.7680  -1.407
C 0.4411 3.1726 2.9321  0.346
Se 0.8854 1.3727 2.4400  -0.171
C 0.9751 4.2873 2.2721  1.110
C 1.9259 4.1875 1.1113  -1.669
C 0.6094 5.5610 2.6963  -0.936
H -1.3548 7.1415 5.0033  0.341
H -1.0815 7.7244 3.3617  0.339
H 0.2398 7.7191 4.5215  0.346
H -1.4511 4.7865 5.2336  0.241
H -1.7366 2.5683 5.5173  0.421
H -0.2633 1.6153 5.2699  0.337
H -1.5537 1.5170 4.0994  0.016
H 2.1399 3.1568 0.8490  -0.129
H 2.8694 4.6822 1.3520  0.558
H 1.5145 4.6877 0.2313  0.347
H 1.0225 6.4183 2.1724  0.417
C 1.3427 1.4258 -1.1931  -1.411
H 0.8584 2.4017 -1.3200  0.359
H 1.4807 1.0189 -2.2013  0.317
H 2.3405 1.6319 -0.7887  0.401

=====

Entry 2:
Formula: C30H48Cl2N3O6SiYb
Source: the OMol25 dataset
Level of theory: ωB97M-V/def2-TZVPD

Summary:
multiplicity	2
E_LUMO (alpha / beta)	0.0116 / -0.0143	Eh
F_max	4.051	eV/A
orbital gap (alpha / beta)	7.81 / 7.10	eV
HOMO (alpha / beta)	-7.5 / -7.5	eV

Each line ends with the Löwdin spin population.
Element x y z (Å)
C -1.4504 -0.4161 -4.3550  0.000
C -0.9397 -1.6207 -3.6115  0.000
H -1.1946 -0.4797 -5.4203  0.000
H -1.0129 0.4991 -3.9272  0.000
H -2.5478 -0.3229 -4.2795  0.000
C -0.4555 -2.7226 -4.2224  0.000
C -0.2361 -2.8883 -5.6978  0.000
H -0.2355 -3.6347 -3.6514  0.000
H -0.2947 -1.9421 -6.2486  0.000
H -0.9700 -3.5868 -6.1299  0.000
H 0.7567 -3.3279 -5.8829  0.000
Yb 0.6719 0.8660 0.0092  1.005
Cl 1.6933 3.6622 -0.2981  -0.001
C 0.2576 -2.1240 1.5617  0.000
O 1.0980 -1.2322 1.3245  -0.001
N 0.3656 -3.1188 2.4600  0.000
C 1.6471 -3.4387 3.0746  0.000
C -0.7326 -4.0422 2.7278  0.000
H -0.6966 -2.1401 1.0114  0.000
H 2.3303 -2.5979 2.9263  0.000
H 2.0747 -4.3611 2.6434  0.000
H 1.4819 -3.6255 4.1458  0.000
H -1.6880 -3.5710 2.4785  0.000
H -0.7209 -4.3079 3.7907  0.000
H -0.6270 -4.9669 2.1458  0.000
H 0.4870 3.1172 5.4702  0.000
H -1.0896 4.8131 4.4985  0.000
C 1.1179 3.3588 4.6027  0.000
C -0.6194 4.7610 3.5125  0.000
N 0.2674 3.6156 3.4541  0.000
H 1.7926 2.5291 4.3854  0.000
C 0.3404 2.8668 2.3538  0.000
O 1.1234 1.9052 2.2010  -0.001
H -1.3906 4.6565 2.7462  0.000
H -0.3663 3.1747 1.5597  0.000
H 1.6822 4.2699 4.8448  0.000
H -0.0751 5.6976 3.3437  0.000
H 1.5832 -0.2872 -3.7915  0.000
H 2.5043 -2.8693 -3.4784  0.000
C 2.5403 -0.0270 -3.3212  0.000
C 3.3633 -2.3424 -3.0323  0.000
N 2.9221 -1.0978 -2.4184  0.000
H 2.4283 0.9122 -2.7743  0.000
C 3.1077 -0.8643 -1.1060  0.000
O 2.8323 0.2113 -0.5442  -0.001
H 3.8163 -2.9793 -2.2588  0.000
H 3.4896 -1.7403 -0.5583  0.000
H 3.2973 0.0776 -4.1097  0.000
H 4.0997 -2.1330 -3.8257  0.000
O -0.0544 -0.5804 -1.6534  -0.001
C -0.9727 -1.4860 -2.0996  0.000
C 0.4779 -3.3884 -1.2580  0.000
C -0.7992 -2.8476 -1.4123  0.000
H 1.3382 -2.7533 -1.4993  0.000
C 0.6192 -4.7147 -0.8599  0.000
H -2.0075 -1.1682 -1.8456  0.000
C -1.9338 -3.5630 -1.0255  0.000
H 1.6199 -5.1699 -0.7834  0.000
C -0.5281 -5.4865 -0.5937  0.000
C -1.8046 -4.8997 -0.6587  0.000
H -2.9027 -3.0590 -1.0771  0.000
H -0.4215 -6.5388 -0.2890  0.000
H -2.6998 -5.4950 -0.4326  0.000
Si 0.4480 4.3642 -1.9262  0.000
Cl 0.1018 2.2406 -2.4131  -0.001
C 1.8959 5.5800 -2.4165  0.000
C -1.1086 4.7165 -0.8690  0.000
C -0.4533 5.4805 -3.2808  0.000
H 2.9105 5.1987 -2.3185  0.000
H 1.8097 6.4105 -1.7057  0.000
H 1.8379 6.0148 -3.4237  0.000
H 0.0278 5.4236 -4.2616  0.000
H -0.3675 6.5231 -2.9110  0.000
H -1.5142 5.2355 -3.3896  0.000
H -1.4475 3.9130 -0.2049  0.000
H -1.9522 4.8999 -1.5621  0.000
H -0.9301 5.6255 -0.2683  0.000
O -2.5702 -0.9696 1.2582  0.000
C -2.0100 0.0375 1.7528  0.000
O -1.3970 0.9723 1.1331  -0.001
C -2.0364 0.1417 3.2772  0.000
C -0.8631 0.2195 4.0349  0.000
C -0.9069 0.4050 5.4225  0.000
C -2.1489 0.4700 6.0737  0.000
C -3.3266 0.3026 5.3373  0.000
C -3.2618 0.1344 3.9551  0.000
H 0.1073 0.1777 3.5291  0.000
H 0.0290 0.4943 5.9823  0.000
H -2.1780 0.6176 7.1586  0.000
H -4.2866 0.3309 5.8356  0.000
H -4.1688 0.0051 3.3601  0.000

=====

Entry 3:
Formula: C30H48ClIN3O9PS
Source: the OMol25 dataset
Level of theory: ωB97M-V/def2-TZVPD

Summary:
E_LUMO	-0.0575	Eh
structure (SMILES)	NP(O)c1cc2nc(CC(=O)Cl)c(I)nc2cc1CCCCS(=O)(=O)O.C1CCOC1.C1CCOC1.C1CCOC1.C1CCOC1
F_max	6.693	eV/A
orbital gap	7.28	eV
HOMO	-8.8	eV

Each line ends with the Mulliken charge.
Element x y z (Å)
N 7.2208 0.7119 0.7715  -0.597
P 7.3128 -0.7241 -0.2555  -0.008
O 7.1047 -2.1330 0.7494  -0.474
C 5.8885 -0.6079 -1.5120  0.444
C 4.7828 0.4741 -1.4635  -0.537
C 3.6349 0.5213 -2.5522  0.327
N 2.6589 1.5708 -2.4243  -0.476
C 1.6479 1.5320 -3.4291  0.667
C 0.4984 2.6730 -3.3232  -0.724
C -0.5850 2.3415 -2.1903  0.564
O -1.3482 1.3608 -2.1651  -0.455
Cl -0.7072 3.4916 -0.7337  -0.218
C 1.6433 0.4425 -4.5393  -0.262
I -0.0319 0.4912 -5.9709  0.052
N 2.5956 -0.5950 -4.7553  -0.535
C 3.5802 -0.4992 -3.7117  0.352
C 4.7291 -1.6003 -3.7356  -0.510
C 5.8582 -1.6861 -2.6840  0.246
C 6.9748 -2.8277 -2.8412  -0.845
C 6.4287 -4.3397 -2.7584  -0.547
C 5.2751 -4.5970 -1.6697  -0.469
C 3.8345 -4.9265 -2.3455  -0.514
S 2.5595 -5.4823 -1.1230  1.249
O 1.9278 -6.7800 -1.5761  -0.651
O 1.4594 -4.4244 -1.1044  -0.667
O 3.1597 -5.6203 0.4505  -0.436
H 8.0514 0.7360 1.3873  0.304
H 6.3595 0.5724 1.3447  0.269
H 6.4538 -1.9279 1.4684  0.310
H 4.8354 1.2219 -0.5874  0.275
H 0.0561 2.9570 -4.3338  0.442
H 1.0637 3.6125 -2.9502  0.290
H 4.7398 -2.3804 -4.5757  0.293
H 7.4152 -2.6885 -3.9042  0.304
H 7.8659 -2.7116 -2.1284  0.326
H 6.0129 -4.6688 -3.7861  0.315
H 7.3029 -5.0389 -2.4646  0.367
H 5.5560 -5.5429 -1.0632  0.405
H 5.1912 -3.7506 -0.8999  0.253
H 4.0015 -5.7981 -3.0814  0.388
H 3.4134 -3.9882 -2.8613  0.145
H 2.6400 -4.9228 0.9441  0.347
C 1.6147 -5.6258 5.2945  -0.606
C 0.8966 -4.3392 5.6536  -0.551
C 1.3523 -3.4094 4.5442  -0.167
O 1.5775 -4.2226 3.3893  -0.342
C 1.5626 -5.5950 3.7799  -0.368
H 1.1568 -6.5208 5.7194  0.362
H 2.6545 -5.5792 5.6353  0.272
H -0.1864 -4.4892 5.5953  0.212
H 1.1352 -3.9640 6.6503  0.382
H 2.2978 -2.9190 4.8008  0.267
H 0.6141 -2.6401 4.3057  -0.049
H 0.6336 -6.0403 3.4080  0.275
H 2.4066 -6.1137 3.3190  0.286
C -4.5982 6.0302 0.6448  -0.075
C -4.2995 4.6837 1.2636  -0.364
C -3.5192 5.0727 2.5039  -0.336
O -4.0071 6.3569 2.9149  -0.441
C -4.8256 6.8963 1.8671  -0.520
H -5.4520 6.0219 -0.0358  -0.069
H -3.7223 6.3868 0.0918  0.208
H -5.2352 4.1916 1.5497  0.257
H -3.7468 4.0100 0.6058  0.318
H -2.4504 5.1742 2.2857  0.194
H -3.6416 4.3551 3.3189  0.270
H -5.8685 6.8484 2.1985  0.281
H -4.5623 7.9426 1.6960  0.287
C -1.9084 0.0763 2.2762  -0.341
C -2.9222 -0.9822 1.9019  -0.607
C -2.4394 -2.1715 2.7035  -0.365
O -1.8185 -1.6513 3.8858  -0.408
C -1.6439 -0.2382 3.7355  -0.311
H -2.2615 1.0970 2.1184  0.212
H -0.9927 -0.0640 1.6923  0.204
H -3.9186 -0.6791 2.2406  0.260
H -2.9734 -1.1838 0.8306  0.335
H -1.6840 -2.7397 2.1504  0.204
H -3.2497 -2.8493 2.9828  0.303
H -2.3651 0.2628 4.3905  0.264
H -0.6357 0.0439 4.0484  0.265
C -8.1441 5.2739 -3.5456  -0.537
C -7.8468 3.9265 -2.9282  -0.548
C -7.0668 4.3131 -1.6874  -0.335
O -7.5541 5.5983 -1.2735  -0.418
C -8.3714 6.1381 -2.3220  -0.417
H -8.9973 5.2668 -4.2262  0.341
H -7.2682 5.6306 -4.0977  0.259
H -8.7826 3.4345 -2.6430  0.265
H -7.2944 3.2536 -3.5863  0.333
H -5.9980 4.4144 -1.9051  0.237
H -7.1900 3.5940 -0.8740  0.287
H -9.4146 6.0903 -1.9913  0.251
H -8.1073 7.1842 -2.4920  0.276

=====

> What is the formula in the second record?

C30H48Cl2N3O6SiYb

=====

> Among the records above, which one has the lowest F_max?

C30H47HfN3OSeSi2